DFT (the ωB97M-V functional and the def2-TZVPD basis) results for a molecular structure, C18H35NP2S2V in a non-equilibrium geometry.

Results
Multiplicity = 4
Net charge = +2
HOMO-LUMO gap (spin up / spin down) = 8.48 / 8.94 eV
DFT total energy = -86644.868 eV
M = 442.51 u
Lowest unoccupied orbital energy (spin up / spin down) = -5.98 / -5.85 eV
E_HOMO (spin up / spin down) = -14.46 / -14.79 eV

Geometry as XYZ:
```
59
Properties=species:S:1:pos:R:3:forces:R:3
V -0.270114 -0.442947 -0.537656 -1.59 -0.32 -0.97
S -1.230714 1.837753 -0.706756 -0.67 -0.07 -0.78
S -1.109814 -2.745247 -0.577756 -0.18 -0.68 -1.29
C -3.052214 1.897253 -0.833256 0.33 0.00 -0.01
C -0.745014 1.947553 -2.476756 -0.06 0.13 0.27
C -1.067914 0.704553 -3.275556 -0.08 0.02 -0.11
N -0.391414 -0.498347 -2.741756 0.29 -0.02 0.25
C -1.006814 -1.759747 -3.209656 -0.11 -0.02 -0.09
C -0.629014 -2.940447 -2.343356 -0.11 -0.28 0.22
H 0.324686 2.148353 -2.462356 0.09 0.02 -0.01
H -1.229914 2.816753 -2.916456 -0.05 0.06 0.02
H -0.810914 0.870553 -4.325056 0.02 -0.02 -0.01
H -2.138414 0.517753 -3.242856 -0.12 -0.03 0.00
H -0.737914 -1.971247 -4.247956 0.02 0.01 0.00
H -2.085014 -1.623447 -3.189256 -0.13 0.03 -0.01
H 0.447886 -3.097347 -2.324256 0.13 -0.05 0.00
H -1.081914 -3.852547 -2.726956 0.01 -0.07 -0.04
C -2.930414 -2.876247 -0.687956 0.30 0.19 0.12
H 0.572586 -0.482447 -3.060756 0.10 0.01 -0.15
H -3.355314 -2.095647 -1.309656 0.01 0.07 -0.06
H -3.306114 -2.767547 0.324044 -0.02 -0.10 0.02
H -3.204614 -3.856447 -1.065856 0.13 -0.09 -0.01
H -3.431014 1.841353 0.181944 -0.01 0.10 0.01
H -3.446514 1.063553 -1.404156 -0.01 -0.08 -0.07
H -3.359314 2.840253 -1.275256 0.04 0.08 -0.02
C 5.109486 -0.228747 -2.356256 -0.19 0.00 -0.04
C 5.191086 -0.173847 -1.036256 -0.14 -0.05 0.05
H 5.043486 0.665853 -2.962356 0.08 0.05 -0.01
H 5.105186 -1.170747 -2.889756 0.08 -0.03 0.02
H 5.195286 0.768153 -0.502756 0.17 -0.01 -0.04
H 5.257086 -1.068447 -0.430156 0.11 -0.05 -0.02
C -1.191514 -1.910147 2.916144 0.97 -1.33 -0.33
P -1.366314 -0.621247 1.620344 0.44 -0.01 2.27
C -3.162014 -0.446647 2.015144 -0.44 1.43 0.42
C -0.243614 0.618053 2.420744 0.04 1.57 0.52
C -0.658214 1.012653 3.711144 0.55 0.11 -0.53
C 0.033386 1.957153 4.451244 -0.05 0.00 0.12
C 1.162686 2.550553 3.926244 -0.10 -0.16 -0.07
C 1.611386 2.210553 2.654544 -0.81 -0.81 -0.19
C 0.946386 1.243453 1.848444 -1.31 0.37 1.03
P 1.549186 0.840053 0.125644 0.42 1.00 2.79
C 2.833986 2.123153 -0.017156 0.68 -0.07 -1.15
C 2.228186 -0.771447 0.628344 1.30 -0.62 -0.66
H -1.720214 -2.828847 2.587244 0.28 0.39 0.28
H -1.591814 -1.612347 3.904744 0.19 0.08 -0.73
H -0.116414 -2.154547 3.038044 -0.60 -0.04 0.03
H -3.338214 -0.447147 3.109344 0.36 -0.14 -0.56
H -3.559814 0.510653 1.685844 -0.14 -0.05 -0.20
H -3.791914 -1.240347 1.597744 0.47 0.11 -0.08
H -1.546214 0.599553 4.164444 -0.13 -0.17 -0.10
H -0.318214 2.236253 5.436744 -0.01 -0.02 -0.04
H 1.693986 3.293653 4.507944 0.05 -0.02 -0.10
H 2.485386 2.747453 2.347844 0.26 -0.05 -0.48
H 3.614486 2.016053 0.761244 -0.60 0.10 -0.37
H 3.335086 1.995353 -0.996056 -0.22 0.14 0.45
H 2.369586 3.131353 -0.012856 0.19 -0.67 0.19
H 1.434786 -1.416847 1.053944 0.26 0.29 0.03
H 3.026186 -0.625147 1.385844 -0.51 -0.33 -0.34
H 2.653386 -1.279447 -0.260056 0.03 0.09 0.54
```
Forces are in eV/Å.